A gas-phase ion, C5H8N (charge +1) in a non-equilibrium geometry, computed with ωB97M-V with the def2-TZVPD basis set.

```
14
Properties=species:S:1:pos:R:3:forces:R:3:lowdin_charge:R:1
C 0.938597 -0.834801 2.880063 -0.5 0.4 -1.7 0.146
C 0.605407 -0.395599 1.679724 0.1 0.2 -0.1 0.015
C -0.137804 0.230030 -0.607047 0.0 0.1 -0.2 -0.267
C -1.122005 -0.719401 -1.162423 -0.2 -0.4 0.0 0.024
C 0.276517 1.406346 -1.395763 0.2 0.4 -0.2 0.020
N 0.322944 0.046508 0.561997 0.5 -1.0 2.1 0.207
H 0.489418 -1.745616 3.243132 -0.1 -0.2 0.0 0.096
H 1.648665 -0.335176 3.513193 0.2 0.3 0.0 0.094
H -2.110054 -0.254319 -1.123105 0.0 0.1 0.0 0.123
H -1.163497 -1.654789 -0.611395 0.0 0.0 0.0 0.101
H -0.902488 -0.913688 -2.211801 0.0 0.0 0.0 0.110
H -0.112836 1.346549 -2.408335 0.0 0.0 0.0 0.100
H 1.360789 1.503900 -1.431871 0.1 -0.1 0.0 0.112
H -0.093653 2.320056 -0.926372 -0.1 0.0 0.0 0.117
```
Positions in Å, forces in eV/Å.

Computed properties:
LUMO level	-5.26	eV
relative energy (zero: lowest compared OMol25 entry of this formula, charge and spin)	196.2	kJ/mol
net charge	+1
SMILES	C=C=[N+]=C(C)C
orbital gap	0.3532	Ha

---

A molecular structure, C2BrClIO2 in a non-equilibrium geometry, computed with ωB97M-V with the def2-TZVPD basis set.

```
7
Properties=species:S:1:pos:R:3:forces:R:3:lowdin_charge:R:1
C 0.798003 -0.400133 -0.724725 0.1 -0.7 0.7 -0.898
C -0.447835 0.023897 0.230820 0.2 1.1 0.6 -1.236
O 1.505542 -1.273155 -0.207424 -0.3 0.6 -0.2 -0.092
O 0.698556 0.138424 -1.805425 0.4 0.4 -0.9 -0.052
Cl 0.249395 2.216869 1.349761 -0.5 -1.6 -0.8 -0.176
Br -2.015411 0.492610 -0.694380 0.1 0.2 0.2 0.633
I -0.788250 -1.198513 1.851372 0.0 0.0 0.5 0.822
```
Positions in Å, forces in eV/Å.

Computed properties:
LUMO level	1.85	eV
relative energy (zero: lowest compared OMol25 entry of this formula, charge and spin)	63.4	kJ/mol
net charge	-1
orbital gap	0.2740	Ha

---

A molecular structure, C25H35N10PSTi, computed with ωB97M-V with the def2-TZVPD basis set.

```
73
Properties=species:S:1:pos:R:3:forces:R:3:mulliken_spin:R:1
Ti 0.865097 0.285353 -0.475639 0.7 0.1 0.4 0.997
C -4.128166 1.689232 1.355703 0.4 0.1 0.0 0.000
N -2.677495 1.834925 1.112161 -0.3 0.1 0.1 0.002
C -1.871673 2.758111 1.724969 -0.2 -0.1 0.0 0.001
C -0.615336 2.546528 1.254426 0.1 -0.1 -0.1 0.016
N -0.646228 1.514599 0.349097 -0.3 0.1 0.2 0.001
C -1.912089 1.093854 0.289945 0.0 0.1 -0.1 0.016
P -2.578524 -0.160753 -0.861924 -0.3 -0.1 0.0 -0.005
C -1.706159 0.476428 -2.314730 0.0 0.0 0.1 0.022
N -0.405762 0.750511 -2.331295 0.2 0.1 -0.2 -0.024
C -0.147796 1.230541 -3.600268 0.0 0.0 0.2 0.007
C -1.300070 1.247596 -4.323769 -0.2 -0.1 0.1 0.000
N -2.278174 0.767696 -3.497909 -0.2 0.0 -0.2 0.003
C -3.703156 0.614806 -3.863730 0.4 0.0 0.0 0.000
C -1.466601 -1.579304 -0.531709 0.1 0.1 -0.1 0.034
N -0.131647 -1.543527 -0.419673 -0.3 -0.5 0.0 -0.055
C 0.264506 -2.816415 -0.070149 0.1 0.3 -0.1 0.006
C -0.828681 -3.616779 -0.005884 -0.3 0.0 0.0 0.000
N -1.910305 -2.822592 -0.292948 -0.3 -0.3 0.1 0.003
C -3.315842 -3.283166 -0.283782 0.3 0.1 0.0 0.000
H -4.406186 2.409984 2.117766 0.0 0.0 0.0 0.000
H -4.683766 1.896082 0.445794 0.0 0.0 0.0 0.000
H -4.336749 0.686791 1.720086 0.0 0.0 0.0 0.000
H -2.256636 3.474786 2.431598 0.0 0.0 0.0 0.000
H 0.290827 3.058391 1.533154 0.0 0.0 0.0 -0.001
H 0.825415 1.546575 -3.932835 0.0 0.0 0.0 -0.001
H -1.504652 1.558997 -5.335199 0.0 0.0 0.0 0.000
H -3.806298 0.903832 -4.904659 0.0 0.0 0.0 0.000
H -4.005285 -0.422655 -3.752223 0.0 0.0 0.0 0.000
H -4.316477 1.264873 -3.246542 0.0 0.0 0.0 0.000
H 1.291652 -3.075162 0.122133 0.0 0.0 0.0 -0.001
H -0.932753 -4.665546 0.218197 0.0 0.0 0.0 0.000
H -3.316229 -4.345277 -0.062895 0.0 0.0 0.0 0.000
H -3.867109 -2.756476 0.490954 0.0 0.0 0.0 0.000
H -3.768328 -3.119242 -1.256934 0.0 0.0 0.0 0.000
C 3.122338 0.891257 -2.650778 0.0 -0.2 0.0 -0.007
C 2.720034 2.225533 -2.045601 -0.2 0.0 0.2 0.015
N 2.190885 2.070965 -0.660330 0.2 0.1 0.0 -0.040
C 3.234220 2.110409 0.403040 -0.2 0.0 -0.1 0.012
C 4.120643 0.875616 0.429670 0.1 0.0 0.0 -0.007
S 3.183360 -0.696864 0.400878 -0.2 0.0 0.0 -0.017
C 3.859195 -1.562753 -1.039639 0.1 0.0 0.0 -0.002
C 2.901111 -1.520262 -2.220521 -0.1 0.1 0.0 0.006
N 2.187592 -0.217961 -2.284620 0.0 0.0 0.1 0.000
H 4.113107 0.606347 -2.311597 0.0 0.0 0.0 0.000
H 3.192922 0.973667 -3.736449 0.0 0.1 0.0 -0.002
H 1.929920 2.701098 -2.621595 0.0 0.0 0.0 -0.004
H 3.569997 2.910375 -2.054154 0.0 0.0 0.0 0.001
H 1.591622 2.877582 -0.501386 0.0 0.0 0.0 0.004
H 2.705731 2.218864 1.350597 0.0 0.0 0.0 -0.003
H 3.860389 2.998123 0.290993 0.1 0.0 0.0 0.001
H 4.719928 0.886897 1.339689 0.0 0.0 0.0 -0.001
H 4.825266 0.857664 -0.398290 0.0 0.0 0.0 0.000
H 4.042422 -2.591432 -0.734160 0.0 0.0 0.0 -0.001
H 4.834869 -1.132279 -1.258185 0.0 0.0 0.0 -0.001
H 2.144260 -2.297707 -2.133595 0.0 0.0 0.0 -0.003
H 3.444513 -1.701834 -3.149845 0.0 0.0 0.0 0.000
H 1.501733 -0.315346 -3.026107 0.0 0.0 0.0 0.003
N 1.520873 -0.142736 4.246250 -0.1 0.0 -0.1 0.001
C 1.766300 0.188556 2.970100 0.0 0.1 0.1 0.007
N 0.773467 -0.074527 2.146820 0.2 0.0 -0.2 0.004
C -0.218993 -0.634167 2.979215 -0.1 0.1 -0.3 0.011
C -1.510330 -1.104762 2.715458 0.0 0.0 0.1 0.001
C -2.257633 -1.602830 3.761841 0.1 0.0 0.1 0.000
C -1.754158 -1.642745 5.075681 -0.1 0.0 0.0 0.000
C -0.490538 -1.180761 5.361686 0.0 0.0 0.0 0.000
C 0.246291 -0.682881 4.289704 0.3 0.1 0.3 0.000
H 2.155081 -0.018953 5.019809 0.0 0.0 0.0 0.000
H 2.709115 0.638394 2.703926 0.0 -0.1 0.0 0.000
H -1.931923 -1.093351 1.726467 0.0 0.0 -0.1 0.002
H -3.257230 -1.975170 3.574838 0.0 0.0 0.0 0.000
H -2.368445 -2.042358 5.871507 0.0 0.0 0.0 0.000
H -0.091258 -1.203267 6.367391 0.0 0.0 0.0 0.000
```
Positions in Å, forces in eV/Å.

Computed properties:
LUMO level (alpha / beta)	-8.71 / -8.41	eV
2S+1	2
net charge	+3
orbital gap (alpha / beta)	0.2759 / 0.2873	Ha

---

A molecular structure, C26H24N2O6Pd in a non-equilibrium geometry, computed with ωB97M-V with the def2-TZVPD basis set.

```
59
Properties=species:S:1:pos:R:3:forces:R:3:lowdin_charge:R:1
Pd 0.114498 0.127973 -0.409624 1.6 -0.3 -0.2 1.084
O -0.295142 0.001972 2.169904 0.1 -0.2 0.7 -0.062
C -0.312239 1.341777 2.651007 -0.1 -0.5 0.1 -0.312
C -0.455767 2.277524 1.442427 -0.2 0.3 -1.2 -0.514
O -0.442433 3.478626 1.589797 0.0 0.1 0.1 0.078
O -0.722867 1.755957 0.246179 -0.4 0.3 1.2 -0.168
C 0.921315 1.644754 3.513483 -0.1 0.0 0.0 -0.127
C 1.239637 2.949255 3.887951 0.0 0.0 0.0 -0.014
C 2.339774 3.201150 4.690688 0.0 0.0 0.0 -0.065
C 3.146896 2.161755 5.138590 -0.1 0.0 0.0 -0.088
C 2.826758 0.860570 4.788956 -0.1 0.1 -0.1 -0.078
C 1.712461 0.606417 3.993256 0.1 0.0 0.1 -0.036
C -1.582815 1.443494 3.524552 0.0 0.1 0.0 -0.119
C -2.363787 2.591565 3.606479 -0.1 0.0 0.0 -0.016
C -3.504161 2.611088 4.406228 0.0 0.0 0.0 -0.076
C -3.870791 1.495246 5.143334 0.1 0.0 0.0 -0.094
C -3.074972 0.356321 5.090512 0.0 0.1 0.0 -0.079
C -1.943636 0.334383 4.288155 0.1 0.0 0.1 -0.045
H 0.621690 -0.293623 2.126806 0.0 0.1 -0.1 0.069
H 0.639873 3.767953 3.517451 0.0 0.0 0.0 0.114
H 2.573450 4.223765 4.962017 0.0 0.0 0.0 0.105
H 4.010265 2.364993 5.759788 0.0 0.0 0.0 0.100
H 3.434825 0.034525 5.136726 0.0 0.0 0.0 0.101
H 1.467039 -0.429332 3.787303 0.0 0.0 0.0 0.112
H -2.082929 3.473299 3.045998 0.0 0.0 0.0 0.110
H -4.107475 3.510631 4.446541 0.0 0.0 0.0 0.103
H -4.762178 1.512883 5.758283 0.0 0.0 0.0 0.099
H -3.332614 -0.516659 5.679020 0.0 0.0 0.0 0.103
H -1.326276 -0.554238 4.253162 0.0 0.0 0.0 0.118
O 1.685238 -1.112560 -1.242227 -0.3 -0.5 0.0 -0.022
C 2.516340 -0.378385 -0.669237 0.2 -0.4 -0.3 -0.449
N 2.040963 0.619736 0.068130 0.2 0.7 0.2 0.052
C 3.118463 1.400462 0.551434 -0.2 -0.3 -0.3 -0.369
O 3.061198 2.400941 1.200275 -0.1 0.2 0.1 0.147
C 4.372683 0.696715 0.069627 -0.1 0.2 0.1 -0.085
C 5.696076 1.003872 0.283750 0.1 0.0 0.0 0.006
C 6.647653 0.157417 -0.285010 0.0 0.0 0.0 -0.061
C 6.270687 -0.950229 -1.042590 0.0 0.1 0.0 -0.064
C 4.925364 -1.247146 -1.258070 0.1 0.0 0.0 0.004
C 4.002149 -0.401730 -0.682009 -0.3 -0.1 -0.1 -0.091
H 5.980034 1.871922 0.865069 0.0 0.0 0.0 0.124
H 7.700041 0.364158 -0.136548 0.0 0.0 0.0 0.105
H 7.034589 -1.587280 -1.469771 0.0 0.0 0.0 0.105
H 4.617899 -2.100158 -1.850184 0.0 0.0 0.0 0.122
C -4.479949 0.683313 0.570923 0.1 -0.2 0.0 -0.013
N -3.475715 -0.356873 0.334565 -0.1 0.1 0.3 -0.105
C -3.289626 -1.369501 1.378468 -0.1 0.1 -0.1 0.002
C -2.572021 -0.234562 -0.622988 0.2 -0.5 0.1 -0.489
C -2.767078 0.830260 -1.659508 -0.1 0.0 0.0 -0.004
O -1.586676 -1.041635 -0.660344 -0.5 0.9 -0.3 -0.114
H -5.147853 0.338787 1.355224 0.0 0.0 0.0 0.091
H -5.068348 0.876854 -0.322985 0.0 0.0 0.0 0.088
H -4.009257 1.610397 0.901356 0.0 0.0 0.0 0.098
H -4.270004 -1.696614 1.720346 0.0 0.0 0.0 0.093
H -2.729816 -0.954782 2.214554 0.0 0.0 0.0 0.071
H -2.744764 -2.212961 0.972697 0.0 0.0 0.0 0.093
H -3.727265 0.696095 -2.159701 0.0 0.0 0.0 0.094
H -1.973895 0.757694 -2.392267 0.1 0.0 -0.1 0.085
H -2.738308 1.818468 -1.205247 0.0 0.0 0.0 0.087
```
Positions in Å, forces in eV/Å.

Computed properties:
LUMO level	-0.24	eV
relative energy (zero: lowest compared OMol25 entry of this formula, charge and spin)	45.9	kJ/mol
orbital gap	0.3133	Ha

---

2 unconnected molecules or ions with the total composition C12H16BrClO4PS in a non-equilibrium geometry, computed with ωB97M-V with the def2-TZVPD basis set.

```
36
Properties=species:S:1:pos:R:3:forces:R:3:lowdin_charge:R:1
C 4.421308 -3.461817 -0.511898 -0.1 0.8 0.9 -0.122
C 3.159632 -2.382860 -0.428052 -1.7 2.0 0.0 -0.158
C 3.327651 -0.974331 -1.286969 -4.8 -0.6 3.1 0.004
C 2.067725 0.100836 -1.155878 0.5 -3.7 1.8 -0.010
C 0.730841 -0.229253 -0.206460 2.4 -2.2 -0.2 0.013
C 0.553053 -1.630722 0.660693 3.8 0.4 -2.8 -0.220
C -0.713168 -1.985723 1.638954 3.2 1.3 1.7 -0.451
S -2.215436 -2.694804 0.777988 1.0 0.9 2.3 0.353
Br -2.827325 -4.449178 2.057049 0.4 0.9 -1.1 0.425
P -1.775246 -3.506968 -1.154631 1.9 -1.4 -4.1 0.453
O -0.833888 -2.400491 -2.147502 -1.4 -2.7 1.1 -0.401
Cl -0.458687 -5.210818 -0.938784 -0.9 1.7 0.2 0.148
C 1.820795 -2.712390 0.514966 0.6 3.2 -2.1 0.002
H 4.697795 -3.858716 0.579549 -0.8 0.9 -2.4 0.092
H 4.167050 -4.388904 -1.179471 0.5 1.9 1.2 0.083
H 5.385777 -2.872279 -0.895558 -2.3 -1.4 0.7 0.092
H 4.263831 -0.699682 -1.937231 -2.0 -0.8 1.5 0.102
H 2.199078 1.112896 -1.748890 -0.7 -2.2 1.6 0.100
H -0.100019 0.592913 -0.147735 1.9 -1.8 -0.1 0.071
H -0.342589 -2.755483 2.468202 -0.9 1.4 -2.0 0.109
H -0.999695 -1.000683 2.250174 0.1 -2.2 -1.6 0.128
H -0.717703 -2.923418 -3.017624 -0.2 1.0 1.7 0.093
H 1.844449 -3.746232 1.072671 -0.2 2.3 -1.1 0.093
C -3.266844 5.158686 0.784634 0.2 0.5 0.1 -0.016
C -2.304446 4.309350 -0.021083 -1.3 0.7 0.3 -0.347
C -2.327516 2.859580 0.356587 -0.9 -0.6 -0.1 -0.115
O -1.016464 2.433511 0.032422 0.6 0.5 0.0 0.003
C -0.215536 3.537941 0.130444 2.8 0.6 0.0 -0.497
O 1.002748 3.508755 0.113292 -2.8 -0.1 0.0 0.141
O -0.961593 4.675986 0.250870 0.9 -1.1 -0.1 0.100
H -2.992189 5.170045 1.845068 0.0 -0.2 -0.2 0.096
H -3.229137 6.198964 0.443224 -0.1 -0.2 0.0 0.093
H -4.294923 4.797957 0.687506 0.1 0.0 -0.1 0.094
H -2.484392 4.447660 -1.093742 0.0 -0.1 0.1 0.165
H -3.068184 2.293724 -0.217499 0.2 0.0 0.1 0.144
H -2.496750 2.685947 1.424714 0.0 0.2 0.0 0.143
```
Positions in Å, forces in eV/Å.

Computed properties:
LUMO level	-6.25	eV
relative energy (zero: lowest compared OMol25 entry of this formula, charge and spin)	494.7	kJ/mol
net charge	+1
orbital gap	0.1788	Ha

---

Q: Number 2 is which compound?
A: C2BrClIO2